This record from the Open Molecules 2025 dataset describes a structure of composition C9H15AlBrCaCl3CsF6N5O7P2S in a non-equilibrium geometry. The level of theory is ωB97M-V/def2-TZVPD.

Geometry as XYZ:
```
52
Properties=species:S:1:pos:R:3:mulliken_charge:R:1
N 2.8884 -1.5948 0.9454 -0.468
C 1.9030 -2.2309 0.3457 0.404
O 1.1392 -3.1266 -0.5447 -0.225
C 0.4477 -2.3897 -1.6124 0.701
P 1.3399 -2.6237 -3.3085 0.551
N 2.9631 -2.6080 -3.1645 -0.796
C -0.9058 -3.3438 -1.8319 -0.766
N -2.1782 -2.5276 -1.9199 -0.313
C -1.9192 -1.3365 -0.9810 -0.129
O -2.7475 -0.7486 -0.0998 -0.501
C -0.3180 -0.9752 -1.2883 1.238
N -0.4746 0.0389 -2.4287 -0.610
C 0.3383 1.1431 -2.2008 0.323
S 1.5468 2.3514 -2.3558 -0.023
H 0.8898 -1.5737 -4.2118 0.153
H 0.9449 -3.8836 -3.8906 -0.099
H 3.1963 -2.4483 -2.1524 0.288
H -0.7492 -4.2558 -2.5703 0.331
H -0.9899 -3.8648 -0.7654 0.302
H -2.3375 -2.2574 -2.9158 0.316
H 0.0353 -0.2983 -0.4034 -0.684
Ca 1.2525 -3.5221 -5.5650 1.253
C -3.2143 -3.0493 -6.6645 -0.781
O -2.0671 -3.2052 -6.0208 -0.648
H -3.3773 -2.0885 -7.1816 0.261
H -3.4377 -3.7598 -7.4786 0.244
H -4.1411 -3.1215 -6.0705 0.223
O -1.4728 -3.8290 1.3583 -0.870
H -1.8094 -2.9590 1.2437 0.192
Al -1.0411 2.6060 -1.0266 0.115
Cl 0.4589 0.3860 1.1434 -0.269
F -1.5474 -0.1485 6.2766 -0.328
P -1.0414 0.1349 4.8300 0.678
F 0.2588 0.9265 4.4972 -0.184
F -0.9282 -0.5307 3.4257 -0.122
F -0.1356 -1.0074 5.3814 -0.318
F -1.3882 1.6356 5.0635 0.162
F -2.5057 -0.0696 4.3389 -0.265
Cl 3.5623 5.8115 2.9364 -0.161
C 3.1948 4.0724 2.8235 -0.354
C 3.2123 3.5734 1.3880 -0.300
Cl 1.8614 4.2293 0.4307 -0.201
H 2.2242 3.8990 3.2985 0.157
H 3.9580 3.5495 3.4083 0.334
H 3.1118 2.4836 1.3718 0.182
H 4.1465 3.8355 0.8814 0.362
Br -2.5411 2.7448 5.8630 0.346
N 0.1589 5.8725 3.9545 0.891
O -0.6715 5.1484 3.3807 -0.622
O 0.2323 7.0793 3.6698 -0.603
O 0.9158 5.3897 4.8129 -0.605
Cs -2.2411 2.4666 1.5839 1.235
```

Summary:
LUMO   -4.10 eV
Spin multiplicity   1
HOMO level   -0.2323 Eh


This record from the Open Molecules 2025 dataset describes the ion C9H15BCl2F2N2O3P with charge +1 in a non-equilibrium geometry. The level of theory is ωB97M-V/def2-TZVPD.

Geometry as XYZ:
```
35
Properties=species:S:1:pos:R:3:nbo_charge:R:1
C 3.0154 0.8006 -0.9920 -1.066
B 1.6009 1.3038 -0.6395 0.787
O 1.2072 2.5949 -0.8321 -0.911
P 0.2762 0.0338 0.1335 1.590
N 0.1573 -1.4066 -0.6061 -0.869
C -0.4410 -1.6473 -1.7274 0.537
C -0.9481 -3.0332 -1.9526 -0.695
C -0.6305 -0.6897 -2.8411 -0.714
C -1.3082 0.9158 0.4612 -0.564
Cl -2.6576 0.3144 -0.5070 0.030
C -1.6914 0.9444 1.9504 -0.214
C -2.8421 1.9215 2.2008 -0.621
Cl -2.1622 -0.6893 2.4675 -0.013
N 0.9188 -0.4256 1.6795 -0.841
C 1.3998 -1.8016 1.7391 0.995
O 0.9425 -2.5967 2.4638 -0.432
F 2.3864 -2.0362 0.8975 -0.295
C 1.8979 0.4561 2.1920 0.961
O 3.0374 0.2170 2.3715 -0.480
F 1.3517 1.6456 2.4403 -0.308
H 3.7205 1.4983 -0.5398 0.293
H 3.1721 0.8097 -2.0709 0.282
H 3.2494 -0.1939 -0.6244 0.261
H 0.9739 2.7789 -1.7530 0.533
H -0.1733 -3.6736 -2.3639 0.273
H -1.2957 -3.4146 -0.9983 0.260
H -1.8034 -2.9910 -2.6206 0.243
H -0.1850 0.2897 -2.6802 0.206
H -1.6917 -0.5635 -3.0322 0.277
H -0.2060 -1.1108 -3.7519 0.272
H -1.1401 1.9493 0.1645 0.278
H -0.8529 1.2658 2.5484 0.243
H -2.6904 2.8095 1.5898 0.216
H -3.8034 1.4702 2.0016 0.242
H -2.7844 2.2543 3.2315 0.242
```

Summary:
LUMO   -4.58 eV
SMILES   CB(O)[P@](N=C(C)C)([C@@H](Cl)[C@@H](C)Cl)=[N+](C(=O)F)C(=O)F
Spin multiplicity   1
HOMO level   -0.5085 Eh
Total charge   +1


This record from the Open Molecules 2025 dataset describes a structure of composition C9H15BCrF2N7O7. The level of theory is ωB97M-V/def2-TZVPD.

Geometry as XYZ:
```
42
Properties=species:S:1:pos:R:3:nbo_charge:R:1
Cr 0.5204 -0.0675 0.7090 1.046
O 3.7509 -2.0879 -0.4641 -0.698
C 2.4197 -1.8557 -0.2584 0.753
O 2.1345 -1.1402 0.7930 -0.771
C 1.6818 -3.1897 -0.4368 -0.119
O 0.2854 -3.1232 -0.3034 -0.533
C -0.2141 -2.9001 1.0175 -0.129
C -0.7452 -1.4913 1.1329 0.383
O -2.0562 -1.3465 0.5410 -0.767
O -0.5343 -0.7603 2.2128 -0.750
H 4.2209 -1.3443 -0.0652 0.491
H 2.1229 -3.8760 0.2959 0.184
H 1.8857 -3.5703 -1.4361 0.206
H 0.5714 -3.0309 1.7628 0.204
H -1.0020 -3.6398 1.1891 0.191
C -1.7939 1.8684 -2.4705 -0.689
C -0.8033 1.1741 -1.5966 0.282
N -0.9179 1.1365 -0.3160 -0.165
O -2.0185 1.7869 0.2389 -0.557
C 0.3326 0.4148 -2.1640 0.163
C 0.5777 0.3023 -3.6323 -0.676
N 1.0199 -0.1944 -1.2653 -0.079
O 2.0109 -1.0056 -1.5892 -0.394
H -2.7338 1.3102 -2.4947 0.245
H -1.4325 1.9562 -3.4899 0.238
H -2.0100 2.8578 -2.0688 0.256
H -2.8065 1.3136 -0.0714 0.481
H 0.7756 1.2800 -4.0746 0.230
H -0.2870 -0.1293 -4.1393 0.233
H 1.4376 -0.3391 -3.8040 0.262
N -0.6428 1.8004 3.4692 -0.603
N 0.2887 2.3814 2.6404 0.201
N 0.3762 3.6695 2.4756 -0.253
C 1.4552 3.7651 1.6985 0.104
N 2.0046 2.5822 1.4402 -0.253
N 1.2445 1.6951 2.0565 -0.144
H -1.5045 2.3198 3.3492 0.382
H -0.7687 0.8280 3.1618 0.429
H 1.8390 4.7051 1.3451 0.215
F -4.2881 -0.8558 0.7782 -0.508
B -3.1545 -1.3347 1.3092 1.402
F -3.2420 -1.8649 2.5237 -0.491
```

Summary:
Energy above the lowest of the compared OMol25 structures with the same formula, charge and spin   3.1 kcal/mol
LUMO (alpha / beta)   -0.40 / -0.73 eV
Spin multiplicity   4
HOMO level (alpha / beta)   -0.3085 / -0.2866 Eh


This record from the Open Molecules 2025 dataset describes a structure of composition C9H15Cl2GdO3PTl in a non-equilibrium geometry. The level of theory is ωB97M-V/def2-TZVPD.

Geometry as XYZ:
```
32
Properties=species:S:1:pos:R:3:lowdin_spin:R:1
Gd -1.4137 -0.2692 -3.9329 6.801
Tl 2.5484 0.6361 -1.0202 -0.001
Cl -1.2167 -2.2833 -2.5373 0.212
Cl 0.3230 1.8627 -2.8497 0.017
C 0.9243 3.0743 -0.0553 0.000
C 0.8701 -0.8396 -4.3644 -0.011
C -0.4795 0.3898 -6.1174 -0.021
O 0.9912 4.1571 -0.4005 0.000
O 1.9990 -0.9445 -4.5957 0.002
O 0.0814 0.7221 -7.0815 0.001
C 1.8977 -1.9582 1.1384 0.000
C 0.5002 -1.4830 0.7390 0.000
P 0.3245 0.3296 0.5540 -0.001
C -1.4274 0.4796 0.0192 -0.001
C -2.4890 0.3525 1.1106 0.000
C 0.3969 0.9866 2.2613 0.000
C -0.0026 0.0483 3.4048 0.000
H 2.6428 -1.7904 0.3502 0.000
H 1.8675 -3.0406 1.3142 0.000
H 2.2593 -1.4900 2.0610 0.000
H 0.1956 -1.9252 -0.2244 0.001
H -0.2503 -1.7978 1.4805 0.000
H -1.5107 1.4417 -0.5070 0.000
H -1.5781 -0.3151 -0.7342 -0.001
H -2.4217 1.1496 1.8607 0.000
H -3.4836 0.4285 0.6517 0.000
H -2.4494 -0.6171 1.6256 0.000
H 1.4374 1.3219 2.4114 0.000
H -0.2248 1.8953 2.2863 0.000
H 0.6696 -0.8139 3.4962 0.000
H 0.0522 0.6080 4.3483 0.000
H -1.0334 -0.3156 3.3072 0.000
```

Summary:
LUMO (alpha / beta)   -18.80 / -18.80 eV
Spin multiplicity   8
HOMO level (alpha / beta)   -0.8925 / -0.8924 Eh
Total charge   +4


This record from the Open Molecules 2025 dataset describes a structure of composition C9H15Cl2O6PTbY in a non-equilibrium geometry. The level of theory is ωB97M-V/def2-TZVPD.

Geometry as XYZ:
```
35
Properties=species:S:1:pos:R:3:lowdin_spin:R:1
Tb -1.1740 -0.6313 -5.3136 6.157
Y 2.2658 0.7243 -1.9044 0.000
Cl -1.2429 -2.3980 -3.6208 -0.168
Cl 0.8463 2.2995 -3.1918 0.000
C 2.1444 2.4819 -0.4264 0.000
C 0.8469 -1.5314 -6.0543 0.001
C 0.3994 0.9926 -6.1605 0.004
O 1.9988 3.4324 0.2330 0.000
O 1.8668 -1.9094 -6.4587 0.004
O 1.3083 1.5613 -6.6112 0.002
C 0.1946 -3.5965 1.5413 0.000
C -0.1854 -2.2584 0.9600 0.000
O 1.0288 -1.5072 0.8759 0.000
P 1.0799 0.0876 0.4046 0.000
O 1.4394 0.8395 1.8112 0.000
C 1.1222 0.4370 3.1691 0.000
C -0.2904 0.7708 3.5439 0.000
O -0.5476 0.3755 0.2469 0.000
C -1.0604 1.7405 0.1182 0.000
C -2.5211 1.6608 0.4772 0.000
H 0.8659 -4.1477 0.8704 0.000
H -0.6979 -4.2072 1.7014 0.000
H 0.7040 -3.4778 2.5073 0.000
H -0.6344 -2.3678 -0.0363 0.000
H -0.9005 -1.7626 1.6312 0.000
H 1.3356 -0.6276 3.2928 0.000
H 1.8219 1.0015 3.7799 0.000
H -1.0205 0.0996 3.0734 0.000
H -0.3843 0.6375 4.6317 0.000
H -0.5420 1.8084 3.3145 0.000
H -0.5052 2.4134 0.7941 0.000
H -0.8834 2.0950 -0.9084 0.000
H -2.6536 1.3582 1.5199 0.000
H -2.9661 2.6478 0.3545 0.000
H -3.0593 0.9575 -0.1662 0.000
```

Summary:
LUMO (alpha / beta)   -17.67 / -16.06 eV
Spin multiplicity   7
HOMO level (alpha / beta)   -0.7919 / -0.7919 Eh
Total charge   +4


This record from the Open Molecules 2025 dataset describes a structure of composition C9H15Cl2O6PTlY in a non-equilibrium geometry. The level of theory is ωB97M-V/def2-TZVPD.

Geometry as XYZ:
```
35
Properties=species:S:1:pos:R:3:mulliken_charge:R:1
Y -0.5269 1.1552 -7.8544 1.866
Tl -0.6955 1.3912 -1.5566 0.929
Cl -1.6825 3.2410 -7.3573 -0.211
Cl 0.5302 -0.8187 -2.0631 -0.146
C -2.3889 -0.5753 -0.0997 0.090
C -1.0742 1.6080 -10.0582 0.032
C -0.3794 -0.6077 -9.4847 0.065
O -2.7511 -1.2567 0.7387 -0.066
O -1.3321 1.6736 -11.1920 0.133
O -0.3228 -1.3140 -10.4026 0.117
C -0.3276 3.1475 1.8565 -0.886
C 0.8443 2.5026 1.1541 -0.420
O 0.5655 1.0897 0.9833 -0.037
P 1.5406 -0.0932 1.7461 0.246
O 1.1659 0.0386 3.3290 -0.217
C -0.0475 -0.4529 3.9331 0.120
C -0.0770 -0.1019 5.3983 -1.303
O 0.6192 -1.2776 1.2015 0.177
C 0.3442 -2.6563 0.9288 0.036
C 1.5031 -3.5869 1.1599 -1.381
H -1.2409 3.1179 1.2595 0.245
H -0.0967 4.1936 2.0599 0.422
H -0.5024 2.6499 2.8163 0.196
H 1.0005 2.9360 0.1515 0.333
H 1.7769 2.6631 1.7202 0.422
H -0.8979 -0.0029 3.4046 0.262
H -0.1066 -1.5414 3.8224 0.227
H -0.2127 0.9753 5.5514 0.334
H -0.9443 -0.6237 5.8220 0.394
H 0.8267 -0.4264 5.9231 0.356
H -0.5073 -2.9342 1.5657 0.298
H 0.0137 -2.6557 -0.1150 0.235
H 1.9647 -3.4230 2.1348 0.375
H 1.1560 -4.6249 1.1251 0.405
H 2.2627 -3.4100 0.3979 0.351
```

Summary:
Energy above the lowest of the compared OMol25 structures with the same formula, charge and spin   0.0 kcal/mol
LUMO (alpha / beta)   -15.06 / -16.00 eV
Spin multiplicity   1
HOMO level (alpha / beta)   -0.7609 / -0.7622 Eh
Total charge   +4